P:
A cluster of 2 separate species, C4H6N4 in total. Source: the Open Molecules 2025 dataset; level of theory: ωB97M-V/def2-TZVPD.

Cartesian coordinates (Å):
C 1.34 -0.97 0.80
C 1.84 -0.55 -0.41
C -0.37 -1.04 -0.61
C -2.12 1.44 0.20
N -0.01 -1.17 0.71
N 0.17 2.13 -0.11
N -0.91 1.80 0.03
N 0.76 -0.69 -1.26
H 1.68 -1.11 1.82
H 2.72 -0.23 -0.88
H -0.56 -1.70 1.35
H -2.41 1.14 1.14
H -2.89 1.74 -0.47
H 0.75 -0.79 -2.31

**HOMO-LUMO gap**: 0.3241 hartree
**Net charge**: 0
**Highest occupied orbital energy**: -7.81 eV

Q:
The molecule C4H6N4. Source: the Open Molecules 2025 dataset; level of theory: ωB97M-V/def2-TZVPD.

Cartesian coordinates (Å):
C -2.24 -0.57 -0.09
C 0.33 0.14 -0.12
C 2.29 -0.85 0.02
C 1.24 1.18 -0.01
H -3.26 1.12 0.06
H -2.00 -1.54 0.38
H -1.17 1.16 -0.52
H 2.86 -1.70 0.00
H 0.84 1.73 0.92
H 1.43 2.09 -0.60
N -3.45 0.09 0.38
N -1.11 0.26 -0.47
N 0.79 -1.08 -0.07
N 2.57 0.41 0.29

**HOMO-LUMO gap**: 0.3394 hartree
**Net charge**: 0
**SMILES**: [H]/N=C\NC1=NC=NC1
**Highest occupied orbital energy**: -9.16 eV

R:
The molecule C4H6N4. Source: the Open Molecules 2025 dataset; level of theory: ωB97M-V/def2-TZVPD.

Cartesian coordinates (Å):
C 1.45 0.02 -0.14
C 0.46 0.86 0.23
C -1.68 -0.32 -0.09
C 0.81 2.03 0.96
H 2.12 -1.78 -0.81
H 0.37 -1.60 -0.73
H 2.46 0.22 0.20
H -1.36 1.69 -0.18
H -2.71 -0.09 -0.38
H -2.04 -2.18 0.24
N 1.32 -1.15 -0.83
N -0.89 0.78 -0.15
N -1.31 -1.49 0.12
N 1.01 3.00 1.55

**HOMO-LUMO gap**: 0.3262 hartree
**Net charge**: 0
**SMILES**: [H]/N=C/N/C(C#N)=C\N
**Highest occupied orbital energy**: -8.16 eV

Computed stability ranking, most favorable first: R, P, Q

P:
The molecule C4H6N4. Source: the Open Molecules 2025 dataset; level of theory: ωB97M-V/def2-TZVPD.

Cartesian coordinates (Å):
C 0.45 0.77 0.11
C -0.85 0.12 0.51
C -0.73 -1.34 0.86
C -1.95 -0.07 -0.47
H 2.67 0.89 -1.79
H 3.40 0.40 -0.23
H 0.58 1.77 0.38
H -1.19 0.69 1.36
H -0.11 -1.82 1.62
H -2.33 0.78 -0.90
N 2.65 0.86 -0.79
N 1.45 0.25 -0.44
N -1.64 -2.04 0.31
N -2.41 -1.25 -0.54

**HOMO-LUMO gap**: 0.3264 hartree
**Net charge**: 0
**SMILES**: N/N=C/C1C=NN=C1
**Highest occupied orbital energy**: -8.45 eV

Q:
The molecule C4H6N4. Source: the Open Molecules 2025 dataset; level of theory: ωB97M-V/def2-TZVPD.

Cartesian coordinates (Å):
C 1.84 -1.26 0.18
C -1.82 0.36 0.12
C -0.89 1.38 0.05
C 0.46 0.94 -0.05
H 1.57 -2.29 0.03
H 2.32 -1.12 1.24
H 2.58 -0.71 -0.45
H -2.81 0.75 0.52
H -1.02 2.45 0.28
H 2.22 0.98 -0.07
N 0.46 -0.59 -0.04
N -0.53 -1.35 -0.25
N -1.69 -1.06 -0.05
N 1.41 1.78 -0.14

**HOMO-LUMO gap**: 0.3434 hartree
**Net charge**: 0
**SMILES**: [H]/N=c1/ccnnn1C
**Highest occupied orbital energy**: -9.13 eV

Computed stability ranking, most favorable first: P, Q

P:
The molecule C6H13N. Source: the Open Molecules 2025 dataset; level of theory: ωB97M-V/def2-TZVPD.

Cartesian coordinates (Å):
C -0.72 -0.11 -3.00
C 0.25 0.20 -1.88
C -0.48 0.13 -0.54
N 0.43 0.27 0.57
C 0.85 -1.01 1.07
C -0.02 -0.12 1.89
C 0.40 0.83 2.99
H -1.50 0.66 -3.06
H -1.22 -1.07 -2.81
H -0.23 -0.17 -3.98
H 1.06 -0.54 -1.84
H 0.74 1.17 -2.04
H -0.93 -0.94 -0.46
H -1.26 0.90 -0.47
H 1.92 -1.16 1.24
H 0.25 -1.81 0.54
H -1.04 -0.51 2.00
H 0.49 0.35 3.97
H 1.36 1.30 2.75
H -0.34 1.63 3.09

**HOMO-LUMO gap**: 0.3829 hartree
**Net charge**: 0
**SMILES**: CCCN1C[C@H]1C
**Highest occupied orbital energy**: -9.17 eV

Q:
A cluster of 2 separate species, C6H13N in total. Source: the Open Molecules 2025 dataset; level of theory: ωB97M-V/def2-TZVPD.

Cartesian coordinates (Å):
C 1.03 -0.46 -2.52
C -1.02 0.59 -2.74
N -0.35 -0.26 -2.11
H 1.69 -0.21 -1.69
H 1.30 0.15 -3.39
H 1.17 -1.52 -2.75
H -2.06 0.74 -2.43
H -0.65 1.17 -3.59
C -0.14 -1.73 1.86
C 0.15 -0.40 2.56
C 0.42 0.68 1.57
C -0.27 1.81 1.48
H 0.69 -1.95 1.18
H -0.24 -2.57 2.54
H -1.02 -1.65 1.23
H 1.02 -0.52 3.21
H -0.68 -0.10 3.20
H 1.28 0.55 0.92
H -0.15 2.48 0.64
H -1.11 1.98 2.15

**HOMO-LUMO gap**: 0.3875 hartree
**Net charge**: 0
**SMILES**: C=CCC.C=NC
**Highest occupied orbital energy**: -9.43 eV

Computed stability ranking, most favorable first: P, Q

P:
The molecule C6H13N. Source: the Open Molecules 2025 dataset; level of theory: ωB97M-V/def2-TZVPD.

Cartesian coordinates (Å):
C -1.34 1.78 0.58
C -0.77 0.40 0.60
N -0.89 -0.42 -0.58
C -1.00 -1.86 -0.39
C 0.47 0.06 -0.12
C 1.45 -0.79 0.66
C 1.19 0.85 -1.19
H -2.41 1.75 0.81
H -0.83 2.38 1.34
H -1.21 2.25 -0.39
H -0.89 -0.13 1.54
H -1.44 -2.34 -1.27
H 0.03 -2.23 -0.28
H -1.55 -2.17 0.51
H 1.82 0.12 1.15
H 1.07 -1.44 1.45
H 2.22 -1.30 0.07
H 0.62 1.73 -1.49
H 1.26 0.17 -2.04
H 2.21 1.17 -0.95

**HOMO-LUMO gap**: 0.3641 hartree
**Net charge**: 0
**SMILES**: C[C@H]1N(C)C1(C)C
**Highest occupied orbital energy**: -8.88 eV

Q:
The molecule C6H13N. Source: the Open Molecules 2025 dataset; level of theory: ωB97M-V/def2-TZVPD.

Cartesian coordinates (Å):
C 1.08 -1.81 0.69
N 0.74 -0.41 0.38
C 0.46 0.54 1.49
C -0.35 1.71 0.78
C -1.27 0.94 -0.23
C -0.42 -0.33 -0.58
C 0.16 -0.10 -2.02
H 0.30 -2.62 1.08
H 1.20 -2.44 -0.24
H 1.90 -1.98 1.40
H 1.39 1.09 1.85
H -0.18 0.16 2.34
H -1.08 2.25 1.35
H 0.21 2.48 0.24
H -1.51 1.57 -1.08
H -2.29 0.55 0.16
H -1.08 -1.29 -0.56
H 0.88 0.71 -2.19
H 0.64 -1.09 -2.20
H -0.75 0.09 -2.67

**HOMO-LUMO gap**: 0.3517 hartree
**Net charge**: 0
**SMILES**: C[C@@H]1CCCN1C
**Highest occupied orbital energy**: -8.42 eV

R:
A structure of composition C6H13N. Source: the Open Molecules 2025 dataset; level of theory: ωB97M-V/def2-TZVPD.

Cartesian coordinates (Å):
C -1.77 -1.11 -0.63
N -1.16 0.17 -0.39
C 0.25 0.16 -0.57
C 0.68 1.29 0.33
C 0.41 0.77 1.71
C 0.49 -0.65 2.10
C 0.65 0.28 -2.07
H -1.13 -1.71 -1.27
H -2.06 -1.58 0.33
H -2.77 -0.93 -1.04
H 1.34 -1.18 1.69
H 0.70 -0.77 -0.18
H 1.70 1.58 0.20
H -0.06 2.04 0.04
H 0.51 1.50 2.50
H 0.42 -0.65 3.18
H -0.47 -0.17 1.37
H 1.48 -0.34 -2.30
H 0.97 1.30 -2.26
H -0.15 0.00 -2.75

**HOMO-LUMO gap**: 0.2092 hartree
**Net charge**: 0
**Highest occupied orbital energy**: -6.61 eV

Computed stability ranking, most favorable first: P, Q, R

P:
The molecule C6H13N. Source: the Open Molecules 2025 dataset; level of theory: ωB97M-V/def2-TZVPD.

Cartesian coordinates (Å):
C 1.07 2.49 2.10
C -0.15 1.69 1.65
C 0.16 0.24 1.16
C -0.31 -0.04 -0.25
C 0.15 -1.05 -0.97
N -0.19 -1.32 -2.30
C -0.69 -2.66 -2.59
H 0.80 3.14 2.94
H 1.84 1.84 2.53
H 1.49 3.09 1.30
H -0.68 2.18 0.83
H -0.85 1.60 2.48
H -0.39 -0.42 1.84
H 1.21 -0.01 1.28
H -1.16 0.53 -0.62
H 0.93 -1.70 -0.59
H -0.73 -0.60 -2.76
H -1.23 -2.65 -3.55
H -1.39 -3.03 -1.82
H 0.15 -3.34 -2.68

**HOMO-LUMO gap**: 0.3350 hartree
**Net charge**: 0
**SMILES**: CCC/C=C/NC
**Highest occupied orbital energy**: -7.92 eV

Q:
The molecule C6H13N. Source: the Open Molecules 2025 dataset; level of theory: ωB97M-V/def2-TZVPD.

Cartesian coordinates (Å):
C -1.12 -1.27 -0.18
C -1.24 0.16 -0.03
C -0.18 0.73 1.03
C 2.16 0.08 1.14
C 1.17 0.74 0.49
C 1.44 1.64 -0.78
N -2.27 -1.86 -0.94
H -0.10 -1.57 -0.74
H -1.12 -1.80 0.86
H -1.03 0.73 -0.94
H -2.33 0.36 0.26
H -0.19 -0.06 1.81
H -0.51 1.69 1.37
H 1.83 -0.76 1.64
H 3.26 0.41 1.05
H 1.21 2.67 -0.54
H 0.83 1.34 -1.66
H 2.46 1.60 -1.20
H -2.40 -2.87 -0.75
H -1.85 -1.95 -1.90

**HOMO-LUMO gap**: 0.3589 hartree
**Net charge**: 0
**SMILES**: C=C(C)CCCN
**Highest occupied orbital energy**: -8.77 eV

Computed stability ranking, most favorable first: P, Q